[1]
Molecular formula: C32H61F7N8O8P2S
Method: DFT, ωB97M-V/def2-TZVPD

## Properties
- E_LUMO: -0.58 eV
- Gap between HOMO and LUMO: 7.2 eV
- Total charge: 0

```
119
Properties=species:S:1:pos:R:3:forces:R:3:lowdin_charge:R:1
C 5.88084 -0.36998 1.19337 -0.8 -0.5 -0.1 -0.081
C 4.60466 -1.27408 0.93950 0.0 0.0 -0.6 -0.124
C 3.37583 -0.46823 0.42244 0.3 0.3 -0.2 -0.452
O 3.28769 0.71631 0.55960 0.1 -0.1 0.3 0.132
O 2.32708 -1.09726 -0.26285 1.6 -0.5 0.0 -0.074
C 2.76326 -1.69494 -1.49143 -0.2 -0.4 -1.5 -0.145
C 3.26999 -0.61087 -2.54960 -0.4 -1.0 0.4 -0.051
C 2.44879 -0.69355 -3.87439 0.7 -0.6 1.2 -0.204
O 2.20418 -2.01379 -4.42679 -1.1 0.1 -0.3 0.040
C 1.39514 -1.66911 -5.53486 3.4 1.2 1.1 -0.466
O 0.38195 -2.13973 -5.86896 -0.4 -0.4 -0.5 0.228
O 2.07677 -0.59122 -6.12431 -0.5 -0.7 -0.2 0.068
C 2.93913 0.07689 -5.15611 -3.1 1.2 0.3 -0.228
C 2.26052 1.50108 -5.03356 0.5 0.5 0.8 -0.069
C 2.87143 2.46752 -3.92625 -0.5 0.8 -1.0 -0.163
C 3.41257 3.78044 -4.62048 0.9 -0.1 1.2 -0.190
C 4.95492 3.69791 -5.00470 -0.6 0.9 0.8 -0.194
C 5.53121 5.15804 -4.86635 -0.3 0.3 -1.3 -0.210
C 6.81462 5.43901 -5.74473 0.2 0.2 0.6 -0.234
C 8.05275 5.93619 -4.91045 -0.3 -0.5 -0.7 -0.450
S 8.03093 7.77347 -4.58320 -0.5 0.1 -0.8 0.914
C 6.32838 8.29803 -4.83752 -0.2 -1.0 2.3 -0.662
N 5.52912 8.27161 -3.77117 1.1 0.2 -2.0 0.021
N 4.29735 8.66254 -4.20052 -0.1 0.7 -2.7 0.031
C 4.41077 8.92078 -5.50407 -0.2 -0.5 2.0 -0.146
O 5.68743 8.70450 -5.97991 -0.8 -0.1 1.3 0.024
C 4.43432 -0.03644 -5.59159 -0.8 -1.3 1.1 -0.275
F 4.75492 -1.39107 -5.53300 0.0 1.4 -0.2 0.117
F 5.21797 0.57360 -4.64325 -0.4 -0.1 -1.2 0.115
C 4.74284 0.40798 -7.07149 -0.2 -0.8 -0.8 -0.283
F 4.33428 -0.63515 -7.87686 0.5 1.1 0.8 0.134
F 4.04614 1.50192 -7.49260 0.7 -0.7 0.9 0.141
C 6.26732 0.63090 -7.40379 0.5 0.2 -2.0 -0.465
F 6.93734 -0.54941 -7.43505 -0.6 1.3 0.8 0.165
F 6.31620 1.09974 -8.69689 -0.2 -0.3 1.3 0.133
F 6.87987 1.56183 -6.64773 -0.5 -1.2 -0.2 0.160
H 5.74543 0.62002 0.70387 0.1 -0.6 0.6 0.075
H 6.74803 -0.87277 0.70628 -0.5 0.4 0.7 0.072
H 6.01197 -0.28405 2.29955 0.2 0.2 -1.1 0.081
H 4.28245 -1.79947 1.86952 0.2 0.3 -0.8 0.127
H 4.89449 -2.03341 0.17219 -0.5 0.4 0.8 0.100
H 3.57979 -2.44945 -1.36756 -0.8 0.5 0.2 0.121
H 1.87628 -2.23213 -1.91428 0.7 0.4 0.5 0.136
H 4.36487 -0.77643 -2.66900 -0.8 0.5 -0.1 0.127
H 3.01797 0.37899 -2.08884 0.6 -0.7 -0.6 0.123
H 1.41170 -0.42905 -3.51939 1.0 0.8 -0.8 0.178
H 2.20951 2.07537 -5.98479 0.2 -0.8 0.5 0.115
H 1.19882 1.30446 -4.73225 1.0 -0.1 -0.5 0.130
H 2.04177 2.77112 -3.23244 0.8 -0.4 -0.5 0.120
H 3.69162 2.02350 -3.32048 -0.6 0.2 -0.5 0.094
H 3.34487 4.59481 -3.84558 0.0 -0.6 -0.8 0.113
H 2.79729 4.10336 -5.49723 0.4 -0.4 0.7 0.117
H 5.49586 3.07232 -4.24747 -0.5 0.2 -0.9 0.112
H 5.07921 3.28690 -6.03193 0.1 0.3 0.8 0.091
H 5.68918 5.43136 -3.79671 -0.1 -0.3 -0.8 0.116
H 4.73059 5.85146 -5.25074 0.6 -0.6 0.5 0.100
H 7.11932 4.51145 -6.28708 -0.2 0.7 0.4 0.101
H 6.59295 6.22736 -6.51042 0.2 -0.8 0.5 0.101
H 8.16433 5.38165 -3.94503 -0.3 0.6 -0.7 0.081
H 8.96795 5.73913 -5.52189 -0.6 0.4 0.6 0.072
H 3.55997 9.24426 -6.12751 1.1 -0.2 0.1 0.137
C -3.49183 -1.89277 2.87098 0.0 -0.5 -0.2 -0.127
N -3.63134 -0.62224 2.18291 -1.0 0.0 0.4 -0.308
C -4.94438 -0.03245 2.44072 0.1 0.6 -0.1 -0.142
P -2.87055 -0.09921 0.71923 4.4 -2.3 6.8 0.735
O -2.70885 1.33870 1.19861 -2.3 0.7 -3.6 -0.306
N -1.18050 -0.44849 0.77977 0.5 0.2 -0.5 -0.326
C -0.57876 -1.51355 1.55853 -0.1 -0.6 -0.4 -0.138
C -0.25621 0.68451 0.73976 -0.1 0.3 -0.1 -0.131
N -3.11227 -1.68320 -0.03036 -1.2 2.0 -2.7 -0.268
C -2.40952 -1.81178 -1.33471 0.5 -0.3 -0.2 -0.134
C -4.53141 -1.97038 -0.34657 -0.4 -0.2 0.5 -0.137
H -3.92898 -2.74089 2.32851 0.0 -0.1 0.0 0.075
H -3.97919 -1.86178 3.84915 -0.2 0.2 -0.2 0.064
H -2.45967 -2.13351 3.10600 0.1 0.0 -0.3 0.051
H -5.72139 -0.44697 1.78559 -0.2 -0.1 0.1 0.061
H -4.92542 1.04814 2.28000 0.1 -0.1 -0.1 0.069
H -5.26089 -0.18019 3.47572 0.2 -0.2 0.0 0.074
H -0.52014 -1.25392 2.62251 0.0 0.0 0.1 0.085
H 0.43945 -1.71482 1.21191 0.0 0.2 0.0 0.063
H -1.10610 -2.46072 1.43790 -0.2 0.1 0.1 0.072
H -0.18341 1.18063 1.71513 0.0 0.1 0.0 0.088
H -0.56867 1.41757 -0.00399 -0.1 0.0 0.2 0.072
H 0.74643 0.36512 0.44549 -0.3 -0.2 0.1 0.045
H -2.74074 -1.04584 -2.04332 0.0 -0.2 -0.1 0.083
H -2.59451 -2.79585 -1.77216 -0.3 0.1 0.1 0.081
H -1.32953 -1.73190 -1.23446 -0.1 0.2 0.3 0.063
H -4.98612 -1.16405 -0.92925 -0.1 -0.2 -0.1 0.086
H -5.12841 -2.12050 0.55201 0.2 0.2 0.1 0.057
H -4.62277 -2.90031 -0.91096 0.2 0.1 -0.1 0.082
C -7.75522 -1.41170 7.37206 -0.3 -0.2 0.4 -0.133
N -7.06349 -2.24399 6.40644 -0.8 0.4 -0.7 -0.310
C -7.65882 -2.10681 5.07674 0.4 -0.2 -0.4 -0.143
P -6.21298 -3.72848 6.67536 2.1 7.2 3.9 0.741
O -5.13173 -3.40743 5.65188 -1.4 -3.7 -1.6 -0.310
N -5.16258 -3.55203 8.03496 0.5 -0.4 0.3 -0.339
C -5.37118 -2.63095 9.13557 -0.5 -0.3 0.4 -0.148
C -3.72713 -3.67933 7.79506 0.0 -0.1 -0.4 -0.144
N -7.46326 -4.30139 7.78574 0.3 -3.0 -2.0 -0.269
C -7.07320 -5.55241 8.48973 0.2 -0.2 0.6 -0.132
C -8.73713 -4.64192 7.10776 -0.5 0.5 -0.2 -0.135
H -8.66454 -1.86912 7.78298 -0.1 0.0 0.1 0.073
H -8.05694 -0.46365 6.91824 0.1 -0.2 -0.3 0.082
H -7.11975 -1.11264 8.19952 0.1 -0.3 0.1 0.049
H -8.54591 -2.73995 4.95221 -0.2 0.1 -0.1 0.062
H -6.94540 -2.38906 4.29856 0.0 -0.1 0.1 0.063
H -7.94740 -1.07533 4.86380 0.0 0.0 0.2 0.078
H -5.11320 -1.60237 8.85769 0.0 0.1 0.0 0.084
H -4.74670 -2.90693 9.99203 0.1 -0.1 -0.2 0.078
H -6.39315 -2.66631 9.51419 0.0 0.1 -0.2 0.070
H -3.30690 -2.76532 7.35912 0.1 -0.1 0.0 0.084
H -3.51427 -4.51469 7.12915 0.0 0.2 -0.1 0.070
H -3.19327 -3.88900 8.72700 -0.3 0.1 0.1 0.077
H -6.85333 -6.35654 7.78072 -0.1 -0.1 0.1 0.084
H -7.87567 -5.88167 9.15393 -0.2 0.1 -0.2 0.081
H -6.20141 -5.41757 9.12507 0.0 0.2 -0.2 0.071
H -8.57844 -5.33116 6.27376 -0.2 -0.1 0.1 0.087
H -9.24746 -3.75805 6.72738 0.3 0.1 -0.1 0.058
H -9.43857 -5.09974 7.80747 0.2 -0.1 0.1 0.083
```
Positions in Å, forces in eV/Å.

***

[2]
Molecular formula: C32H61N3O8P
Method: DFT, ωB97M-V/def2-TZVPD

## Properties
- E_LUMO: -5.00 eV
- Gap between HOMO and LUMO: 6.0 eV
- Total charge: +1
- Energy relative to the best compared isomer or geometry (same formula, charge and spin): 8.414 eV

```
105
Properties=species:S:1:pos:R:3:forces:R:3:lowdin_charge:R:1
C -3.51785 0.43867 4.99881 -0.5 0.6 -0.1 -0.106
C -2.14993 1.29677 5.03320 -0.8 0.5 1.5 -0.238
N -0.90341 0.50565 4.78754 -0.1 -0.1 -2.5 -0.062
C -0.66074 0.24017 3.36798 -0.1 -1.6 -2.9 -0.159
C -1.65326 -0.38835 2.35483 2.6 0.6 -1.4 0.119
C -1.24420 -0.65721 0.87638 3.1 1.9 1.9 -0.004
C -2.16687 -1.31941 -0.24394 -1.6 -3.3 -0.5 -0.361
O -2.50397 -2.53398 -0.18052 1.5 5.8 0.0 0.091
O -2.56274 -0.49827 -1.35413 1.7 -0.9 3.2 0.074
C 0.22411 -0.28236 0.44652 -1.7 0.7 3.7 0.075
C 1.13431 0.35920 1.52150 -2.7 -1.7 -1.5 -0.001
N 0.68404 0.57359 2.87477 -2.3 -1.8 -1.6 -0.140
P 1.90102 1.29924 3.99723 2.8 4.1 -0.7 0.833
N 2.68433 2.44331 3.16423 -1.3 -1.6 1.2 -0.269
H -3.35812 -0.66702 4.70835 -0.2 1.9 0.4 0.076
H -4.24966 0.96625 4.27356 1.1 -1.2 1.1 0.090
H -4.02581 0.44974 6.03011 0.9 0.0 -1.6 0.085
H -2.16963 2.23508 4.36351 0.1 -1.7 0.8 0.135
H -2.05907 1.70702 6.11494 0.1 -0.6 -1.9 0.130
H -0.84113 -0.34161 5.37100 -0.1 0.5 -0.5 0.144
H -2.70462 -0.68644 2.67371 1.7 0.6 -0.4 0.111
H -2.14210 0.38338 -1.19747 -0.6 -0.7 -0.3 0.122
H 0.56786 -0.49456 -0.63492 -0.4 0.5 2.1 0.141
H 2.21159 0.62427 1.19810 -1.9 -0.2 1.1 0.144
H 1.30951 1.95404 5.12053 -0.2 -1.3 -0.4 0.044
H 2.82861 0.27251 4.36681 -1.3 -0.2 -0.2 0.032
H 2.57398 3.34837 3.64985 0.0 -0.5 -0.5 -0.001
C 1.89662 6.10989 0.24624 -0.3 -0.2 -0.2 -0.179
C 2.45464 7.49217 0.50034 0.3 0.3 -0.2 -0.175
C 2.77148 7.43724 1.98213 0.0 0.1 0.3 -0.205
O 3.10288 6.07472 2.28523 -0.2 0.0 -0.2 -0.150
C 2.74563 5.25379 1.16441 0.2 -0.1 0.0 -0.220
H 1.95192 5.79872 -0.79820 0.0 0.0 0.1 0.097
H 0.84788 6.06933 0.56094 0.0 0.0 0.0 0.117
H 3.37651 7.63108 -0.07403 -0.1 0.0 0.0 0.119
H 1.76651 8.29885 0.24135 0.1 0.0 0.0 0.115
H 1.89990 7.71254 2.58571 0.0 0.1 0.0 0.115
H 3.60496 8.08776 2.25728 0.0 -0.1 0.1 0.118
H 3.67187 4.94067 0.67027 -0.1 -0.1 0.0 0.121
H 2.21932 4.36307 1.51409 0.1 0.0 0.1 0.077
C -2.11982 -4.71413 -4.63953 -0.1 -0.4 0.0 -0.172
C -2.57135 -3.54663 -3.79383 -0.2 0.5 0.1 -0.169
C -1.43617 -3.41978 -2.79800 0.3 -0.3 0.1 -0.216
O -0.24534 -3.86214 -3.46562 -0.2 0.1 -0.1 -0.160
C -0.62024 -4.50292 -4.69427 0.3 0.1 -0.2 -0.193
H -2.58169 -4.74533 -5.62751 0.0 0.0 0.1 0.118
H -2.34650 -5.65433 -4.12529 0.0 0.0 -0.1 0.120
H -2.63026 -2.64312 -4.41019 0.0 0.0 0.1 0.126
H -3.54021 -3.69825 -3.31787 0.1 0.0 -0.1 0.103
H -1.59409 -4.06872 -1.93033 -0.1 0.1 0.0 0.106
H -1.30036 -2.39497 -2.44614 0.2 -0.1 -0.1 0.090
H -0.34367 -3.83545 -5.51758 0.0 -0.1 -0.1 0.119
H -0.06797 -5.43907 -4.80414 0.1 0.1 0.1 0.119
C 2.23889 -6.18243 -0.87491 0.2 -0.5 0.1 -0.169
C 0.86458 -5.55967 -0.77891 -0.3 0.3 -0.3 -0.177
C 0.91517 -4.88860 0.57934 0.0 -0.1 0.3 -0.205
O 2.28053 -4.51128 0.80510 -0.1 -0.1 -0.2 -0.151
C 3.10320 -5.14506 -0.18581 0.2 0.3 -0.1 -0.203
H 2.55701 -6.39011 -1.89801 0.0 0.0 0.1 0.118
H 2.26112 -7.12163 -0.31190 0.1 0.1 -0.1 0.118
H 0.74369 -4.80555 -1.56370 0.0 -0.2 0.0 0.095
H 0.04876 -6.27951 -0.86837 0.0 0.1 0.0 0.122
H 0.62265 -5.58072 1.37639 -0.1 0.0 0.0 0.118
H 0.27515 -4.00361 0.63416 0.1 0.0 0.0 0.100
H 3.43374 -4.37351 -0.88975 0.1 -0.1 0.0 0.116
H 3.98358 -5.58142 0.29132 -0.1 0.1 0.1 0.118
C -7.71827 -4.03726 -4.49204 -0.3 0.3 -0.3 -0.176
C -7.36897 -5.50662 -4.42275 -0.1 -0.4 0.3 -0.176
C -5.99413 -5.53435 -5.06012 0.2 -0.1 -0.3 -0.197
O -5.37749 -4.27096 -4.77300 -0.4 -0.1 0.0 -0.169
C -6.37351 -3.38174 -4.24897 0.3 0.1 0.2 -0.206
H -8.47765 -3.73152 -3.77017 0.1 0.0 -0.1 0.116
H -8.07945 -3.78849 -5.49544 0.0 0.0 0.1 0.118
H -7.30228 -5.82297 -3.37643 0.0 0.0 -0.1 0.117
H -8.08676 -6.15377 -4.92968 0.1 0.0 0.0 0.117
H -6.06235 -5.63417 -6.14850 0.0 -0.1 0.0 0.120
H -5.36950 -6.34383 -4.67461 0.1 0.1 0.0 0.118
H -6.18083 -3.25710 -3.17735 -0.1 0.1 0.0 0.115
H -6.28772 -2.40667 -4.73406 0.1 -0.1 0.0 0.119
C -0.56547 4.67551 -4.59473 -0.4 -0.3 0.1 -0.181
C -0.17805 6.06987 -5.03190 0.2 0.2 -0.4 -0.175
C 0.42442 6.64177 -3.76424 0.0 0.2 0.3 -0.199
O 1.00517 5.54236 -3.04763 -0.2 -0.1 -0.2 -0.161
C 0.56213 4.31758 -3.64706 0.4 0.0 0.0 -0.208
H -0.66853 3.96879 -5.42008 0.0 0.0 0.1 0.116
H -1.51543 4.70771 -4.05040 0.1 0.0 -0.1 0.115
H 0.58430 6.01427 -5.81585 -0.1 0.0 0.0 0.119
H -1.01410 6.66034 -5.41040 0.1 0.0 0.1 0.118
H -0.34427 7.08957 -3.12542 0.0 0.1 -0.1 0.119
H 1.19054 7.39377 -3.96642 0.0 -0.1 0.1 0.121
H 1.41060 3.88278 -4.18643 -0.1 -0.1 0.0 0.119
H 0.24958 3.61835 -2.86717 0.1 0.1 0.1 0.108
C 6.60645 1.48023 5.34951 0.2 0.3 -0.2 -0.167
C 6.59544 0.88440 6.74021 0.2 -0.4 0.2 -0.172
C 5.20260 1.23627 7.22399 -0.1 0.2 0.4 -0.196
O 4.35707 1.26985 6.06404 0.0 -0.1 -0.2 -0.198
C 5.18322 1.23647 4.88998 0.0 0.0 -0.3 -0.250
H 7.34974 1.03459 4.68639 -0.1 0.0 0.0 0.120
H 6.80089 2.55612 5.40843 0.0 -0.1 -0.1 0.122
H 6.70590 -0.20332 6.67826 0.0 0.1 0.1 0.118
H 7.38202 1.27071 7.39040 -0.1 0.0 0.0 0.119
H 5.18023 2.22962 7.68364 0.0 0.0 0.0 0.121
H 4.81246 0.51144 7.94230 -0.1 0.1 -0.1 0.119
H 5.07736 0.24427 4.43442 0.1 -0.1 -0.1 0.109
H 4.83787 1.98617 4.17644 0.0 -0.1 0.1 0.084
```
Positions in Å, forces in eV/Å.